1.
The following is a DFT calculation (wB97M-V/def2-TZVPD) of C20H24N11OPtS as an isolated structure.

Output
Total charge ... +1
Maximum force ... 2.8 eV/A
E_tot ... -53644.7477 eV
Multiplicity ... 1
E_LUMO (alpha / beta) ... -0.152 / -0.151 Eh
Orbital gap (alpha / beta) ... 6.76 / 6.67 eV

Last column: Löwdin charge in e.
Element x y z (Å)
Pt (-0.0464, -0.0850, 0.1222)  0.924
C (1.6818, -2.7472, -3.8800)  0.006
N (0.6243, -2.9451, -2.9170)  -0.040
C (-0.1857, -4.0200, -2.9348)  -0.017
C (-1.2003, -4.1541, -2.0424)  0.017
C (-1.3960, -3.0979, -1.1063)  -0.364
N (-0.5603, -2.0697, -1.0794)  0.078
C (0.4686, -1.9658, -1.9452)  -0.532
O (1.2482, -1.0214, -1.8811)  0.002
N (-2.4012, -3.1154, -0.2280)  0.196
H (1.6899, -3.5630, -4.5974)  0.099
H (2.6406, -2.6930, -3.3636)  0.108
H (1.5218, -1.7992, -4.3951)  0.109
H (0.0105, -4.7588, -3.6984)  0.142
H (-1.8488, -5.0123, -2.0443)  0.114
H (-3.1264, -3.8087, -0.2949)  0.122
H (-2.5745, -2.2797, 0.3116)  0.043
N (0.4795, 2.9902, -0.1228)  0.004
C (0.4140, 1.8452, -0.0160)  -0.455
S (-2.6547, 0.4084, 0.3133)  0.650
C (-2.5348, 1.7985, -0.6403)  -0.873
N (-2.5637, 1.7984, -1.9730)  0.036
C (-2.5369, 3.1430, -2.5212)  -0.111
C (-2.3578, 4.0087, -1.2577)  -0.124
N (-2.5195, 3.0452, -0.1817)  0.040
H (-2.6267, 0.9620, -2.5263)  0.145
H (-3.4759, 3.3605, -3.0404)  0.123
H (-1.7104, 3.2631, -3.2247)  0.125
H (-3.1135, 4.7921, -1.1799)  0.123
H (-1.3629, 4.4594, -1.2086)  0.103
H (-2.2919, 3.2706, 0.7727)  0.150
C (2.2719, -2.3495, 1.1443)  0.013
C (1.0958, -2.2327, 2.0361)  -0.333
N (0.0826, -1.4126, 1.8393)  -0.075
C (-0.7805, -1.5617, 2.8841)  -0.124
C (-0.2848, -2.5067, 3.7248)  -0.046
N (0.9022, -2.9272, 3.1821)  -0.008
C (1.7285, -3.9966, 3.6857)  -0.057
N (1.7959, -5.0748, 2.7471)  -0.063
N (2.9708, -5.4402, 2.1881)  0.054
N (2.8029, -6.3932, 1.3851)  0.078
C (1.4800, -6.7253, 1.3497)  -0.223
C (0.7910, -7.6973, 0.6283)  -0.005
C (-0.5712, -7.7519, 0.8005)  -0.084
C (-1.2445, -6.8730, 1.6594)  -0.082
C (-0.5824, -5.9138, 2.3947)  -0.014
C (0.7958, -5.8559, 2.2353)  -0.157
H (2.2386, -1.5389, 0.4102)  0.059
H (2.2822, -3.3043, 0.6174)  0.083
H (3.2007, -2.2728, 1.7080)  0.097
H (-1.6785, -0.9823, 2.9534)  0.092
H (-0.6535, -2.8852, 4.6558)  0.125
H (1.3023, -4.3331, 4.6388)  0.151
H (2.7577, -3.6532, 3.8427)  0.149
H (1.3152, -8.3726, -0.0256)  0.117
H (-1.1462, -8.4932, 0.2685)  0.105
H (-2.3160, -6.9581, 1.7552)  0.105
H (-1.1093, -5.2487, 3.0609)  0.102

2.
The following is a DFT calculation (wB97M-V/def2-TZVPD) of one molecule with the formula C4H8OS.

Output
Maximum force ... 3.7 eV/A
E_tot ... -17157.7195 eV
Multiplicity ... 1
E_LUMO ... -0.021 Eh
Structure (SMILES) ... CC[C@H](O)C=S
Orbital gap ... 8.38 eV

Last column: Löwdin charge in e.
Element x y z (Å)
C (1.7931, -0.7589, -0.1689)  -0.105
C (0.2488, -0.6312, 0.1933)  -0.260
C (-0.5449, 0.5650, -0.3034)  -0.571
C (-1.8336, 0.5224, 0.4802)  -0.619
H (1.7267, -0.5532, -1.2629)  0.071
H (2.1033, -1.8981, 0.0507)  0.108
H (2.3517, -0.0289, 0.5123)  0.085
H (0.0987, -0.7838, 1.3555)  0.135
H (-0.4492, -1.4635, -0.3849)  0.145
H (-1.0522, 0.4083, -1.3440)  0.124
H (0.0513, 2.5456, -0.5485)  0.142
H (-1.6994, 0.6572, 1.6926)  0.134
O (0.3102, 1.6848, -0.0682)  -0.072
S (-3.1045, -0.2656, -0.2038)  0.684

3.
The following is a DFT calculation (wB97M-V/def2-TZVPD) of one molecule with the formula CH3NSSi.

Output
Maximum force ... 3.4 eV/A
E_tot ... -21288.2562 eV
Multiplicity ... 1
E_LUMO ... 0.024 Eh
Structure (SMILES) ... [SiH3]N=C=S
Orbital gap ... 9.98 eV

Last column: Löwdin charge in e.
Element x y z (Å)
C (1.8257, 0.0944, -0.0137)  -0.784
N (0.6244, 0.0012, 0.0480)  -0.111
Si (-1.1584, 0.0085, -0.0251)  0.639
S (3.4928, 0.1671, 0.0044)  0.554
H (-1.5131, 0.5163, 1.2333)  -0.092
H (-1.5618, -1.3671, -0.1188)  -0.089
H (-1.7095, 0.5796, -1.1280)  -0.118

4.
The following is a DFT calculation (wB97M-V/def2-TZVPD) of C7H6N2O4S4V as an isolated structure.

Output
Total charge ... -1
Maximum force ... 1.3 eV/A
E_tot ... -87561.0919 eV
Multiplicity ... 3
E_LUMO (alpha / beta) ... 0.090 / 0.091 Eh
Orbital gap (alpha / beta) ... 6.85 / 6.91 eV

Last column: Löwdin charge in e.
Element x y z (Å)
V (-0.2116, -0.1855, -0.0248)  0.489
N (1.1874, -0.3952, 1.6762)  -0.056
C (1.1510, 0.9771, 2.2492)  -0.143
C (1.2940, 1.9434, 1.0682)  -0.526
O (2.0770, 2.8785, 1.1047)  0.041
N (0.5146, 1.5514, 0.0268)  -0.125
C (0.9096, 1.9278, -1.3353)  -0.124
C (1.4575, 0.6470, -2.0138)  -0.599
O (2.1577, 0.6883, -2.9937)  0.062
O (1.0858, -0.4588, -1.3737)  -0.203
H (0.9488, -1.1004, 2.3637)  0.078
H (2.1153, -0.5999, 1.3189)  0.108
H (1.9444, 1.1758, 2.9649)  0.113
H (0.1816, 1.1109, 2.7286)  0.112
H (1.6723, 2.7019, -1.3398)  0.117
H (0.0486, 2.2688, -1.9099)  0.099
O (-6.9955, -1.3992, -0.2002)  -0.096
C (-5.8094, -1.1712, -0.1623)  -1.045
S (-4.7655, -1.6097, 1.1946)  0.932
C (-3.2725, -1.0020, 0.5069)  -1.150
C (-3.3358, -0.4258, -0.7031)  -1.149
S (-1.9567, 0.2153, -1.5515)  0.592
S (-4.9193, -0.3496, -1.4498)  0.945
S (-1.7706, -1.1645, 1.3874)  0.527

5.
The following is a DFT calculation (wB97M-V/def2-TZVPD) of C22H17Br4N4O8ReS3 as an isolated structure.

Output
Total charge ... -1
Maximum force ... 3.7 eV/A
E_tot ... -360239.1467 eV
Multiplicity ... 2
E_LUMO (alpha / beta) ... 0.067 / 0.053 Eh
Orbital gap (alpha / beta) ... 5.80 / 5.40 eV

Last column: Löwdin charge in e.
Element x y z (Å)
Re (0.0988, -0.7185, 0.4254)  1.454
C (4.6107, 1.9818, -2.8446)  -0.090
C (4.8182, 1.7061, -1.3620)  -0.249
N (4.1971, 0.4763, -0.9041)  -0.021
C (2.8586, 0.3138, -0.7983)  -0.757
S (2.2896, -1.1934, -0.2078)  0.776
N (2.0538, 1.2379, -1.1985)  0.048
N (0.7429, 0.9090, -0.8963)  -0.103
C (-0.1121, 1.5156, -1.6515)  -0.254
C (0.2657, 2.3873, -2.7938)  0.001
C (-1.4726, 1.1561, -1.3666)  -0.215
C (-2.5987, 1.8180, -1.8333)  0.013
C (-3.8436, 1.3016, -1.5409)  -0.043
C (-3.9224, 0.1234, -0.8106)  -0.024
C (-2.7602, -0.4624, -0.3531)  -0.077
N (-1.5522, 0.0668, -0.6048)  -0.017
H (5.1306, 2.8989, -3.1268)  0.068
H (5.0020, 1.1618, -3.4476)  0.075
H (3.5530, 2.0982, -3.0654)  0.046
H (5.8846, 1.6062, -1.1546)  0.110
H (4.4400, 2.5410, -0.7649)  0.114
H (4.7669, -0.2558, -0.5226)  0.111
H (1.1593, 1.9763, -3.2561)  0.073
H (-0.5342, 2.4131, -3.5304)  0.081
H (0.4921, 3.4048, -2.4675)  0.096
H (-2.4814, 2.7255, -2.4069)  0.116
H (-4.7387, 1.8021, -1.8852)  0.108
H (-4.8694, -0.3429, -0.5813)  0.110
H (-2.7750, -1.3715, 0.2277)  0.114
Br (-2.1549, -4.9969, -5.4347)  0.657
C (-1.6561, -4.1720, -3.7993)  -0.768
C (-1.9138, -4.8125, -2.5975)  -0.782
Br (-2.7610, -6.5057, -2.5394)  0.649
C (-1.5325, -4.1713, -1.4122)  -0.641
Br (-1.8723, -4.9505, 0.2829)  0.754
C (-0.9031, -2.9387, -1.4086)  -0.351
O (-0.5711, -2.4069, -0.2169)  -0.367
C (-0.6197, -2.2388, -2.6400)  -0.467
O (-0.0672, -1.1074, -2.6593)  -0.119
C (-1.0373, -2.9290, -3.8156)  -0.643
Br (-0.7060, -1.9893, -5.4265)  0.705
O (-0.8496, -2.6219, 3.7694)  -0.246
S (-0.4396, -1.4619, 3.0554)  0.571
O (-1.3773, -0.9619, 1.9943)  -0.402
O (0.8401, -1.5972, 2.2971)  -0.428
C (-0.2945, -0.1548, 4.2588)  -0.213
C (-0.2872, -0.5813, 5.5797)  -0.054
C (-0.2326, 0.3396, 6.6163)  -0.071
C (-0.1901, 1.6902, 6.3317)  -0.066
C (-0.1941, 2.1220, 5.0123)  -0.050
C (-0.2511, 1.2148, 3.9670)  -0.206
S (-0.2353, 1.9219, 2.3181)  0.494
O (0.3546, 3.2263, 2.4470)  -0.295
O (-1.5842, 1.8804, 1.8130)  -0.291
O (0.6813, 0.9833, 1.6014)  -0.461
H (-0.3364, -1.6403, 5.7840)  0.110
H (-0.2279, -0.0069, 7.6413)  0.104
H (-0.1498, 2.4165, 7.1334)  0.105
H (-0.1350, 3.1734, 4.7691)  0.112

6.
The following is a DFT calculation (wB97M-V/def2-TZVPD) of C31H35Cl2HgN10O8S3 as an isolated structure.

Output
Total charge ... -2
Maximum force ... 0.8 eV/A
E_tot ... -125716.7503 eV
Multiplicity ... 2
E_LUMO (alpha / beta) ... 0.132 / 0.132 Eh
Orbital gap (alpha / beta) ... 3.22 / 5.96 eV

Last column: Löwdin charge in e.
Element x y z (Å)
Hg (-1.3750, 0.1664, 0.1349)  0.953
N (0.3104, 2.6852, -1.9047)  -0.003
N (1.6667, 2.9801, -1.7871)  -0.119
C (2.3942, 2.2151, -0.9091)  -0.899
N (3.7501, 2.3057, -1.1472)  0.046
S (1.7821, 1.2597, 0.2741)  0.761
H (0.1506, 1.8199, -2.4028)  0.048
H (-0.2063, 3.4530, -2.3008)  0.077
H (2.1597, 3.1584, -2.6469)  0.118
H (4.1113, 3.2150, -1.3970)  0.082
H (4.2843, 1.8222, -0.4425)  0.075
Cl (-4.3451, -1.0568, -1.0705)  0.695
C (-5.1711, 0.4452, -0.9137)  -0.667
C (-6.5557, 0.3727, -0.9640)  -0.139
C (-7.3287, 1.5161, -0.9327)  -0.112
C (-6.7058, 2.7458, -0.8328)  -0.148
C (-5.3249, 2.8119, -0.7573)  -0.680
Cl (-4.6344, 4.4093, -0.6334)  0.634
C (-4.4824, 1.6735, -0.7933)  -0.671
S (-2.7483, 1.9686, -0.7702)  0.509
H (-7.0140, -0.6066, -1.0376)  0.095
H (-8.4093, 1.4515, -0.9950)  0.096
H (-7.2793, 3.6644, -0.8031)  0.091
O (-3.1716, -2.2985, 3.1007)  -0.012
C (-2.2601, -1.7577, 2.4707)  -0.628
O (-2.3734, -0.5841, 1.9395)  -0.226
C (-0.9212, -2.4939, 2.3647)  -0.057
C (-0.7909, -3.5692, 3.2356)  0.024
C (0.3752, -4.3058, 3.3253)  -0.183
C (1.4777, -3.9900, 2.5144)  0.056
C (1.3606, -2.9735, 1.5702)  -0.119
C (0.1567, -2.1779, 1.4585)  -0.284
O (0.1350, -1.2444, 0.5572)  -0.298
N (2.4643, -2.7355, 0.7293)  -0.388
O (2.2806, -2.3437, -0.5052)  -0.148
O (3.6432, -3.0678, 1.1648)  -0.163
N (0.4418, -5.4004, 4.2410)  -0.374
O (-0.5475, -5.7060, 4.9111)  0.006
O (1.4949, -6.0261, 4.3350)  0.012
H (-1.6329, -3.8208, 3.8595)  0.114
H (2.3932, -4.5485, 2.5822)  0.104
C (-0.6956, -3.5582, -1.5331)  0.010
C (-0.5492, -2.4251, -2.4788)  -0.322
N (-1.0955, -1.2304, -2.3930)  0.080
C (-0.7538, -0.5722, -3.5549)  -0.162
C (0.0099, -1.3616, -4.3498)  -0.100
N (0.1384, -2.5512, -3.6670)  -0.016
C (0.8528, -3.7030, -4.1684)  -0.084
N (2.0981, -3.9881, -3.5164)  -0.052
N (2.3068, -5.2317, -3.0221)  0.055
N (3.5032, -5.3190, -2.6064)  0.077
C (4.1325, -4.1097, -2.8199)  -0.234
C (5.4315, -3.6958, -2.5449)  -0.011
C (5.7762, -2.4156, -2.9132)  -0.093
C (4.8512, -1.5488, -3.5284)  -0.089
C (3.5598, -1.9403, -3.7932)  -0.008
C (3.2272, -3.2429, -3.4203)  -0.181
H (-1.3629, -3.2827, -0.7211)  0.082
H (0.2759, -3.8195, -1.1070)  0.079
H (-1.1016, -4.4364, -2.0446)  0.081
H (-1.1441, 0.4119, -3.7744)  0.088
H (0.4572, -1.1970, -5.3175)  0.104
H (1.0261, -3.5231, -5.2261)  0.131
H (0.2505, -4.5980, -4.0546)  0.127
H (6.1252, -4.3518, -2.0343)  0.112
H (6.7773, -2.0530, -2.7131)  0.092
H (5.1523, -0.5377, -3.7786)  0.094
H (2.8346, -1.2608, -4.2218)  0.093
C (-2.2179, 6.1641, 1.9764)  -0.114
C (-0.7820, 5.7404, 1.6429)  -0.286
C (-0.6714, 4.2887, 1.1760)  -0.368
S (-0.7193, 3.0411, 2.5181)  0.889
O (-1.6317, 3.5610, 3.5876)  -0.538
C (0.9896, 3.3769, 3.1671)  -0.345
C (0.9671, 3.3609, 4.6914)  -0.312
C (0.7734, 1.9454, 5.2448)  -0.105
H (-2.2472, 7.2005, 2.3269)  0.063
H (-2.6227, 5.5189, 2.7510)  0.056
H (-2.8552, 6.0781, 1.0908)  0.040
H (-0.1451, 5.8975, 2.5191)  0.092
H (-0.3954, 6.3840, 0.8477)  0.098
H (0.2692, 4.0779, 0.6582)  0.063
H (-1.4975, 4.0267, 0.5102)  0.019
H (1.3371, 4.3314, 2.7676)  0.074
H (1.6117, 2.5766, 2.7717)  0.037
H (0.1404, 3.9914, 5.0246)  0.088
H (1.8979, 3.7937, 5.0660)  0.099
H (-0.1410, 1.5029, 4.8444)  0.071
H (0.6923, 1.9524, 6.3337)  0.067
H (1.6092, 1.2989, 4.9647)  0.077

7.
The following is a DFT calculation (wB97M-V/def2-TZVPD) of one molecule with the formula C7H9N.

Output
Maximum force ... 2.5 eV/A
E_tot ... -8888.4660 eV
Multiplicity ... 1
E_LUMO ... -0.064 Eh
Orbital gap ... 5.14 eV

Last column: Löwdin charge in e.
Element x y z (Å)
C (-1.2330, -0.6832, -0.4104)  -0.101
C (-2.2657, -0.1191, -1.1955)  -0.317
N (-2.6664, 1.0878, -1.3941)  0.029
C (0.9773, -0.3955, 0.5243)  0.148
C (-0.2279, 0.0512, 0.2621)  -0.308
C (-0.5418, 1.5104, 0.5717)  -0.043
C (3.4451, -0.8275, 0.5409)  0.072
C (2.1339, -1.1209, 0.6050)  -0.175
H (-1.2733, -1.7139, -0.0905)  0.087
H (-2.7473, -0.9126, -1.7746)  0.094
H (-3.6578, 1.0653, -1.6251)  0.032
H (-0.1567, 2.2442, -0.1340)  0.088
H (-0.1640, 1.8112, 1.5607)  0.082
H (-1.5974, 1.6877, 0.6356)  0.057
H (3.8030, 0.1779, 0.6580)  0.068
H (4.1122, -1.6743, 0.4734)  0.066
H (2.0598, -2.1888, 0.7926)  0.119

8.
The following is a DFT calculation (wB97M-V/def2-TZVPD) of a 2-piece molecular cluster, C3H8O2 overall.

Output
Maximum force ... 1.3 eV/A
E_tot ... -7334.7885 eV
Multiplicity ... 1
E_LUMO ... 0.024 Eh
Structure (SMILES) ... C=C(C)O.O
Orbital gap ... 9.75 eV

Last column: Löwdin charge in e.
Element x y z (Å)
C (0.6810, -1.8171, 0.4847)  0.045
C (0.2624, -0.6525, -0.0251)  -0.466
O (-1.0562, -0.4175, -0.3118)  0.020
C (1.1445, 0.4371, -0.5073)  -0.041
H (1.6734, -2.1849, 0.2868)  0.060
H (-0.1078, -2.4035, 0.9401)  0.056
H (-1.5722, -1.1473, 0.0266)  0.100
H (0.8467, 0.8323, -1.4730)  0.091
H (1.2102, 1.2591, 0.2143)  0.088
H (2.1833, 0.1134, -0.5315)  0.084
H (-2.4574, 1.7009, 0.1510)  0.026
H (-0.9978, 1.8880, 0.4249)  -0.005
O (-1.8101, 2.3918, 0.3203)  -0.058

- The highest multiplicity belongs to which entry?
  C7H6N2O4S4V